ORCA calculation (wB97M-V/def2-TZVPD) on C22H29IrN6O2S as an isolated structure.

Geometry as XYZ:
```
61
Properties=species:S:1:pos:R:3:forces:R:3:lowdin_charge:R:1
Ir 0.146 0.085 0.458 0.40 -0.84 -3.14 1.17
C -0.747 -3.207 1.307 0.03 -0.29 0.37 -0.06
O -0.506 -2.241 0.276 0.28 0.78 0.82 -0.23
C -0.872 -2.573 -1.003 0.02 0.34 -0.89 -0.22
C -1.281 -3.841 -1.383 0.08 -0.19 0.26 0.00
C -1.601 -4.104 -2.703 -0.03 0.07 -0.13 -0.04
C -1.507 -3.106 -3.663 0.00 -0.12 0.10 -0.05
C -1.107 -1.843 -3.292 0.08 0.25 0.28 0.01
C -0.794 -1.549 -1.957 -0.32 -1.06 -0.25 -0.18
N -0.467 -0.252 -1.544 1.76 1.89 1.51 -0.08
N -0.269 0.589 -2.489 -1.21 -0.83 -0.75 0.10
C -0.010 1.873 -2.450 0.78 0.51 1.29 -0.13
C 0.258 2.588 -1.208 0.21 -0.43 -1.85 -0.30
O 0.006 2.067 -0.073 0.54 -1.15 2.27 -0.17
C 0.814 3.889 -1.302 -0.34 0.23 0.71 0.02
C 0.951 4.524 -2.495 -0.12 -0.23 -0.13 0.04
C 0.589 3.904 -3.727 -0.13 -0.21 0.05 -0.16
C 0.680 4.596 -4.943 -0.05 0.05 -0.24 0.00
C 0.271 4.006 -6.118 0.14 0.09 0.10 -0.04
C -0.218 2.698 -6.103 -0.07 -0.05 0.15 -0.04
C -0.307 1.998 -4.919 0.09 -0.01 0.05 -0.01
C 0.101 2.579 -3.711 -0.07 0.09 -0.48 -0.09
H -0.089 -4.069 1.187 -0.01 0.05 -0.10 0.11
H -1.789 -3.528 1.304 0.01 0.09 -0.11 0.12
H -0.531 -2.712 2.248 0.01 -0.03 -0.05 0.02
H -1.353 -4.638 -0.659 0.01 0.00 0.03 0.12
H -1.928 -5.095 -2.983 0.00 -0.03 0.04 0.12
H -1.759 -3.311 -4.694 0.01 0.00 -0.02 0.12
H -1.038 -1.048 -4.016 -0.04 0.00 -0.05 0.10
H 1.066 4.379 -0.372 0.00 0.05 0.01 0.13
H 1.313 5.543 -2.526 0.13 0.00 0.05 0.14
H 1.066 5.606 -4.953 -0.01 0.04 0.05 0.12
H 0.325 4.551 -7.050 0.03 0.02 -0.01 0.12
H -0.544 2.236 -7.024 -0.03 -0.01 -0.02 0.12
H -0.716 1.000 -4.910 0.02 -0.05 -0.04 0.10
N 3.272 0.569 0.456 0.01 0.39 0.10 0.00
N 2.354 -0.387 -0.055 -1.87 0.41 0.31 -0.09
H 4.192 0.466 0.038 -0.07 -0.17 -0.11 0.11
H 3.362 0.477 1.459 -0.18 -0.07 0.00 0.07
H 2.590 -1.353 0.179 -0.16 0.00 0.10 0.12
H 2.385 -0.311 -1.069 -0.13 0.01 -0.02 0.11
C 2.247 -1.101 4.160 0.00 -0.14 -0.10 -0.06
N 1.330 -0.248 4.901 -0.10 0.07 -0.04 -0.20
C 1.230 -0.574 6.325 0.06 0.02 0.26 -0.02
C 0.379 0.446 4.252 0.08 0.22 0.13 -0.62
S -0.275 -0.238 2.777 0.13 0.21 -0.46 0.68
N -0.151 1.537 4.774 0.10 -0.26 -0.08 -0.16
C -1.308 2.210 4.194 -0.33 0.14 -0.15 -0.04
C 0.434 2.233 5.915 0.15 0.20 0.27 -0.01
H 3.125 -1.277 4.780 -0.01 0.05 0.00 0.11
H 2.557 -0.596 3.248 0.02 -0.06 0.02 0.05
H 1.801 -2.065 3.903 -0.01 0.02 0.04 0.09
H 1.178 -1.659 6.431 0.00 0.01 -0.06 0.11
H 0.328 -0.158 6.760 0.01 0.01 -0.03 0.09
H 2.102 -0.218 6.873 -0.04 0.03 0.01 0.11
H -1.944 1.509 3.664 0.04 -0.01 0.04 0.06
H -0.984 2.990 3.504 0.04 -0.03 0.03 0.11
H -1.885 2.667 4.996 0.06 -0.02 0.04 0.11
H 1.475 1.955 6.051 -0.02 -0.02 -0.07 0.10
H -0.119 2.025 6.832 0.00 -0.01 -0.04 0.11
H 0.379 3.304 5.729 -0.01 -0.03 -0.08 0.11
```
Positions in Å, forces in eV/Å.

Calculated values
Electronic energy: -49976.5515 eV
Total charge: +2
LUMO energy (spin up / spin down): -7.9 / -7.9 eV
Frontier orbital gap (spin up / spin down): 0.186 / 0.183 hartree